Computed, not measured: an isolated ion of composition C18H29IN3O5 and charge +1 at a distorted geometry, with the ωB97M-V functional and the def2-TZVPD basis.

Properties
Max |F|, eV/A: 8.98
Orbital gap, eV: 6.2
Spin multiplicity: 1
Net charge: +1
DFT total energy, eV: -41921.62371

XYZ file:
```
56
Properties=species:S:1:pos:R:3:forces:R:3
C -3.7502 -2.0796 1.9262 0.0 0.3 -0.1
C -2.9304 -3.2291 2.7629 0.2 0.5 0.6
C -1.3110 -2.9810 2.7570 -0.6 0.2 2.1
N -0.6441 -3.3175 1.4433 -0.1 2.4 -1.3
C -0.6429 -2.1585 0.4696 0.2 1.6 -1.4
N -1.6143 -2.2693 -0.7050 2.7 3.7 0.2
C -1.7609 -1.1876 -1.7963 1.9 0.9 2.2
C -2.8261 -1.5397 -2.9895 0.4 -1.1 -0.4
N -4.2487 -1.7870 -2.5164 0.5 1.0 -0.1
C -5.2611 -1.2507 -3.5068 -1.2 0.1 -1.1
C -0.8569 0.2152 -1.7036 0.3 -2.7 2.6
I -1.1556 1.6926 -3.3224 0.4 -1.5 1.8
C 0.2401 0.4737 -0.4658 -2.0 -3.8 -0.1
C 1.1466 1.8296 -0.2973 1.1 5.8 -1.2
O 1.0067 2.9822 -0.9576 0.0 -7.9 3.6
O 2.2282 1.8500 0.7452 -3.9 -0.1 -1.9
C 2.0081 2.9741 1.6833 0.6 1.5 2.3
C 3.2065 4.1358 1.5918 0.2 -1.0 -0.2
O 2.6361 5.4373 1.1557 1.7 -1.0 -3.1
C 3.3102 5.7956 -0.1070 6.8 2.3 0.2
C 2.6263 5.7038 -1.6115 -0.9 -0.6 0.7
O 4.6044 6.2112 -0.0164 -8.5 -2.8 -0.5
C 0.3286 -0.8037 0.6140 -0.9 -0.3 -1.2
O 1.2582 -0.8310 1.7701 -2.2 -0.6 -3.9
C 2.4126 -1.7036 1.5318 2.9 -0.7 0.6
C 3.6373 -1.0395 0.6649 0.5 -1.0 -0.8
C 3.3228 -1.0374 -0.9767 0.1 -0.7 -0.1
H -4.2682 -2.5584 0.9809 0.9 1.1 1.9
H -3.0391 -1.1997 1.5575 -1.4 -1.9 0.8
H -4.5519 -1.5552 2.6240 1.6 -1.3 -1.6
H -3.1291 -4.3263 2.3978 0.3 2.2 0.6
H -3.3178 -3.1603 3.8895 1.1 -0.3 -2.4
H -0.8533 -3.6925 3.5887 -0.8 1.4 -1.9
H -1.0310 -1.8766 3.0966 -0.8 -2.2 -0.7
H 0.3077 -3.6923 1.6405 -0.9 0.8 -0.6
H -2.2067 -3.1505 -0.7824 1.0 1.5 0.2
H -2.4617 -2.5739 -3.4620 -0.4 2.2 1.0
H -2.8656 -0.7807 -3.8758 0.7 -1.0 2.0
H -4.4010 -1.4291 -1.5473 0.1 -0.1 -1.4
H -5.5691 -0.1279 -3.3313 0.7 -2.1 -0.3
H -4.8525 -1.3282 -4.6228 -0.7 0.1 2.5
H -6.2573 -1.9051 -3.4989 2.3 1.4 0.2
H 2.0950 2.5496 2.7932 -0.2 0.5 -2.6
H 0.9431 3.4612 1.6070 2.2 -0.9 -0.2
H 3.7625 4.2840 2.6166 -1.4 -0.3 -2.0
H 4.0087 3.7739 0.8197 -1.5 0.6 1.5
H 1.4572 5.9081 -1.4928 2.7 -0.4 -0.4
H 2.7411 4.6076 -2.0614 -0.2 2.3 1.4
H 3.1403 6.4227 -2.3787 -0.9 -1.2 2.0
H 2.1716 -2.7396 1.0450 0.0 2.0 0.7
H 2.8733 -1.9483 2.6059 -1.4 0.7 -2.2
H 4.0259 -0.0085 1.0598 -1.2 -2.0 -0.7
H 4.5591 -1.7904 0.7801 -2.1 1.5 0.0
H 2.3901 -1.7390 -1.2258 1.9 1.6 0.6
H 4.2345 -1.5418 -1.5605 -2.0 1.4 1.3
H 3.1237 0.0317 -1.4065 0.4 -2.0 0.8
```
Positions in Å, forces in eV/Å.

=====

Computed, not measured: a 5-piece molecular cluster, C34H40O18S4 overall at a distorted geometry, with the ωB97M-V functional and the def2-TZVPD basis.

Properties
Max |F|, eV/A: 2.98
Orbital gap, eV: 8.3
ΔE to the lowest compared entry with this formula, charge and spin, eV: 4.2880
Spin multiplicity: 1
Net charge: 0
DFT total energy, eV: -116095.81003

XYZ file:
```
96
Properties=species:S:1:pos:R:3:forces:R:3
C 1.1633 -3.7468 1.1904 0.1 0.5 0.3
C 1.6152 -2.8904 2.4701 -0.5 -0.8 0.0
C 0.5464 -1.7960 2.8759 0.0 -0.5 0.4
C 1.1571 -0.4428 3.3932 0.5 -0.2 -0.1
C 2.0626 0.3133 2.3726 1.9 1.3 -0.7
C 3.4238 0.7140 2.8219 -0.5 0.7 -2.5
C 4.3377 1.4435 1.9269 -1.5 -0.6 -0.8
C 3.9729 1.7915 0.5358 -1.9 -1.3 1.8
C 2.6445 1.3854 0.0892 0.1 -0.6 1.2
C 1.7167 0.6677 1.0006 0.8 0.1 0.2
C 0.3172 0.2594 0.4175 0.9 0.0 -0.8
O -0.7211 0.4132 1.0154 0.6 -0.2 -0.3
C 0.3942 -0.3183 -1.0392 0.7 0.1 -1.0
C -0.3549 -1.4881 -1.4545 0.9 0.5 -1.2
C -0.2121 -2.0089 -2.8213 1.4 2.1 0.0
C -0.9281 -3.2819 -3.3679 0.6 0.4 -0.3
C -2.4895 -3.1440 -3.5192 -0.6 -1.0 0.8
C -3.2192 -2.6148 -2.2486 -1.1 1.2 1.4
C -3.2736 -3.3229 -0.9638 -1.6 2.5 0.3
C -4.0130 -2.6608 0.1840 0.3 1.1 -2.4
C -4.6567 -1.3469 0.0139 0.9 -0.9 -1.6
C -4.6044 -0.6552 -1.2745 1.3 -2.4 -0.1
C -3.8840 -1.3023 -2.3623 0.0 -0.7 1.5
C 0.6806 -1.2583 -3.7278 0.0 0.6 1.5
C 1.4455 -0.0724 -3.3233 -1.4 -0.7 1.8
C 1.3170 0.4067 -1.9504 -1.1 -1.6 -0.3
C 2.1079 1.6282 -1.3660 -0.2 -1.1 0.8
O 2.2614 2.6743 -1.9583 0.1 -0.7 0.1
H 0.1148 -3.4813 0.8634 1.1 -0.3 0.4
H 1.1577 -4.8283 1.4860 0.1 0.9 -0.7
H 1.8447 -3.5434 0.3140 -0.7 -0.4 0.9
H 1.6671 -3.6359 3.3184 0.2 0.9 -0.8
H 2.6500 -2.4860 2.3300 -0.9 -0.1 0.0
H -0.0431 -2.2288 3.7398 0.5 0.5 -0.9
H -0.1805 -1.7001 2.0327 0.6 0.3 0.8
H 0.3754 0.2457 3.8167 0.6 -0.6 -0.7
H 1.8242 -0.7084 4.2687 -0.6 0.3 -0.9
H 3.7592 0.4466 3.8489 -0.3 0.2 -1.0
H 5.3673 1.7267 2.2660 -1.2 -0.4 -0.2
H 4.6844 2.3195 -0.1410 -0.8 -0.5 0.7
H -1.0252 -2.0375 -0.7430 0.8 0.9 -0.7
H -0.6103 -4.1793 -2.7594 -0.7 1.0 -0.4
H -0.5095 -3.4787 -4.4003 -0.4 0.2 1.1
H -2.7985 -2.5264 -4.4036 0.6 -0.4 0.9
H -2.8976 -4.1820 -3.7179 0.5 1.0 0.1
H -2.7944 -4.3269 -0.8374 -0.5 1.1 0.0
H -4.1071 -3.1100 1.1999 0.3 0.1 -1.1
H -5.2041 -0.8624 0.8599 0.6 -0.7 -0.8
H -5.0860 0.3260 -1.4868 0.4 -0.9 0.5
H -3.8231 -0.7692 -3.3387 0.0 -0.5 0.8
H 0.8151 -1.6057 -4.7825 -0.2 0.2 1.1
H 2.1246 0.4699 -4.0192 -0.7 -0.6 0.5
O -1.5324 7.8744 -1.3296 -0.3 0.0 -0.5
S -1.3939 7.1071 -2.5195 0.6 -0.7 0.3
O -2.1935 7.3314 -3.6782 0.2 0.3 0.3
O -1.4749 5.5460 -2.1265 0.1 0.8 0.1
C -0.2750 4.8816 -2.5394 0.3 -0.4 -0.5
C 0.8030 5.9448 -2.4970 0.3 -0.3 0.6
O 0.1589 7.1362 -2.9636 -0.8 -0.1 -0.3
H -0.4247 4.5097 -3.5559 0.0 0.0 0.0
H -0.0549 4.0463 -1.8778 -0.2 0.1 0.1
H 1.6568 5.6969 -3.1240 -0.1 0.2 -0.1
H 1.1439 6.1225 -1.4740 0.0 -0.1 0.0
O -0.7193 12.8986 -6.7038 0.4 0.0 0.3
S -0.2960 12.3241 -5.4721 -0.3 -0.4 0.1
O 0.6600 12.9475 -4.6238 -0.3 0.1 -0.3
O 0.1772 10.8067 -5.7605 -0.4 0.6 -0.1
C -0.5974 9.9026 -4.9670 0.0 -0.3 0.5
C -1.9317 10.5928 -4.7649 -0.3 -0.4 -0.4
O -1.6063 11.9755 -4.5937 0.8 0.1 0.0
H -0.0804 9.7550 -4.0154 0.0 0.0 0.0
H -0.7014 8.9453 -5.4741 0.1 0.2 -0.1
H -2.4691 10.2128 -3.8985 0.1 0.2 0.1
H -2.5632 10.5012 -5.6526 0.0 -0.1 0.0
O -2.0788 -5.3877 4.3383 0.0 0.1 -0.5
S -2.7359 -5.7880 3.1421 -0.4 -0.3 0.2
O -2.3278 -5.3473 1.8536 0.2 -0.1 0.4
O -4.3151 -5.4842 3.3066 0.6 -0.2 0.3
C -5.0596 -6.6934 3.1480 -0.3 -0.3 -0.4
C -4.1241 -7.7969 3.6033 -0.3 0.0 0.6
O -2.8343 -7.4013 3.1324 -0.1 0.6 -0.4
H -5.3141 -6.8011 2.0906 0.0 0.0 0.0
H -5.9740 -6.6578 3.7381 0.1 0.2 0.1
H -4.3996 -8.7691 3.1988 0.2 0.1 -0.1
H -4.0826 -7.8561 4.6942 -0.1 0.0 0.0
O 4.6431 -4.9305 2.9432 0.2 0.4 0.0
S 5.0010 -3.9328 3.8912 -0.1 -0.2 0.3
O 5.1965 -2.5690 3.5382 -0.2 -0.3 -0.1
O 6.3008 -4.4498 4.7009 -0.6 -0.1 -0.2
C 6.0074 -4.5060 6.0983 0.0 0.3 0.5
C 4.5147 -4.7658 6.1804 0.1 -0.6 0.1
O 3.9494 -3.9964 5.1174 0.5 0.4 -0.2
H 6.2662 -3.5404 6.5402 0.0 0.0 0.0
H 6.5900 -5.2910 6.5781 0.0 0.0 -0.3
H 4.0922 -4.4669 7.1380 -0.1 0.2 -0.2
H 4.2855 -5.8186 5.9952 0.0 0.0 0.1
```
Positions in Å, forces in eV/Å.

=====

Computed, not measured: C4H5NO as an isolated structure at a distorted geometry, with the ωB97M-V functional and the def2-TZVPD basis.

Properties
Max |F|, eV/A: 3.60
Orbital gap (spin up / spin down), eV: 8.8 / 8.8
ΔE to the lowest compared entry with this formula, charge and spin, eV: 5.2237
Spin multiplicity: 1
Net charge: 0
DFT total energy, eV: -7761.30280

XYZ file:
```
11
Properties=species:S:1:pos:R:3:forces:R:3
O -0.3419 1.8819 -0.6646 0.4 0.2 2.3
C -0.0674 0.6746 -0.1644 0.5 -1.7 0.0
C -1.0405 -0.5206 -0.1740 -0.2 0.0 -0.1
C 0.2362 -1.3263 -0.0866 0.3 -0.3 -0.2
C 1.0664 -0.3004 -0.3039 0.2 -0.5 -0.6
N 0.0407 1.3535 1.0600 -1.9 2.8 -1.3
H -1.5263 -0.5720 -1.1503 -0.1 -0.2 0.1
H -1.7776 -0.5978 0.6326 0.2 0.1 -0.1
H 0.3989 -2.3690 0.1468 0.0 0.0 -0.1
H 2.1421 -0.1656 -0.3220 -0.1 -0.1 -0.1
H 0.8693 1.9418 1.0264 0.6 -0.3 0.1
```
Positions in Å, forces in eV/Å.

=====

Computed, not measured: a 10-piece molecular cluster, C21H64F6N4O9P overall at a distorted geometry, with the ωB97M-V functional and the def2-TZVPD basis.

Properties
<S²>: 0.75
Max |F|, eV/A: 3.39
Orbital gap (spin up / spin down), eV: 7.9 / 2.5
Spin multiplicity: 2
Net charge: 0
DFT total energy, eV: -72792.42115

XYZ file:
```
105
Properties=species:S:1:pos:R:3:forces:R:3
P 0.3875 -0.1079 -0.4247 0.3 -2.1 1.7
F -0.4513 0.3655 -1.6775 -1.0 1.3 -0.8
F -0.2279 1.0610 0.5084 0.2 -0.1 -0.4
F -0.7387 -1.1756 -0.1005 -1.1 0.3 0.8
F 1.2326 -0.6944 0.9335 -0.5 1.2 -1.8
F 1.0297 -1.2284 -1.3433 1.1 -1.3 -0.3
F 1.5991 0.8325 -0.9315 0.7 1.2 0.8
C -4.3806 1.0122 5.7826 -1.0 -0.6 -0.8
C -2.9851 0.4948 5.7131 -0.2 0.3 -0.5
C -2.4221 0.5123 4.2565 -0.5 -0.5 0.0
O -3.0474 -0.4960 3.4029 0.7 0.9 1.8
C -2.4641 -0.6445 2.1322 -0.4 -0.9 -0.2
N -2.2295 1.3884 6.5764 1.7 0.0 0.4
H -4.8563 0.5282 4.9296 -0.7 0.4 -0.1
H -4.4022 2.1006 5.7266 -0.1 -0.1 -0.2
H -4.9146 0.6780 6.6722 0.1 0.1 0.1
H -3.0346 -0.5474 6.0286 0.5 -0.3 0.0
H -1.3501 0.3688 4.3914 0.3 -0.3 -0.5
H -2.5718 1.4557 3.7314 0.0 0.5 0.4
H -2.9087 -1.5742 1.7771 0.2 -0.1 -0.2
H -1.3813 -0.7682 2.1153 0.0 0.2 0.4
H -2.7552 0.1040 1.3952 0.0 0.5 0.2
H -2.4205 1.2588 7.5597 -1.2 0.1 0.2
H -1.2525 1.1492 6.6676 0.7 -0.1 -1.0
C -1.8415 -3.1603 -6.8546 1.1 0.1 0.2
C -3.0837 -2.8807 -6.0455 0.0 0.7 1.2
C -2.7480 -2.5541 -4.5482 1.0 -0.1 -0.2
O -2.6121 -3.7276 -3.7342 0.2 0.3 -1.9
C -2.1571 -3.4685 -2.4371 -0.6 -0.5 0.5
N -3.7927 -1.7058 -6.6712 1.3 -1.4 0.6
H -1.4795 -4.1769 -6.7009 -0.2 -0.1 0.1
H -1.0248 -2.5252 -6.5113 0.1 0.3 -0.3
H -1.9737 -3.0304 -7.9287 -0.2 0.1 0.0
H -3.5373 -3.8712 -6.0114 -1.3 0.3 -0.1
H -3.4028 -1.8095 -4.0956 -0.8 -0.2 0.0
H -1.7901 -2.0358 -4.5051 0.4 0.1 -0.3
H -3.0226 -2.9960 -1.9727 0.3 0.1 1.0
H -1.2420 -2.9058 -2.2523 0.0 0.7 -0.8
H -1.8951 -4.4389 -2.0156 -0.6 -0.1 0.3
H -4.5844 -1.3452 -6.1582 -0.2 -0.4 -0.2
H -3.9832 -1.9860 -7.6227 -0.6 0.4 0.0
C -1.9905 4.3239 -0.8632 -0.3 -0.3 -0.7
C -0.9023 3.7654 -1.8016 -1.8 2.3 -0.5
C -1.5333 3.1874 -3.0898 0.3 1.0 -0.9
O -2.1977 4.2722 -3.8232 0.3 -1.3 1.1
C -2.9851 3.6921 -4.8739 -0.4 0.7 0.5
N 0.1631 4.7355 -2.0827 0.1 -2.8 1.9
H -2.2384 3.6100 -0.0778 0.4 0.1 0.2
H -2.9125 4.4112 -1.4381 0.0 0.2 -0.1
H -1.7872 5.3240 -0.4804 0.2 -0.2 0.2
H -0.3084 2.9844 -1.3268 0.3 -0.9 0.2
H -2.1987 2.3870 -2.7662 -0.2 0.0 -0.2
H -0.7759 2.8040 -3.7735 0.2 -0.4 0.3
H -3.5197 4.4973 -5.3779 0.7 0.3 -0.3
H -3.8402 3.1544 -4.4644 0.3 -0.8 0.2
H -2.3360 3.1070 -5.5254 -0.4 -0.1 -0.2
H 0.9599 4.1452 -2.2745 1.0 0.0 -2.1
H 0.5011 5.2159 -1.2611 -0.6 1.5 0.3
C 1.4804 -2.3065 4.0465 0.5 -1.1 0.2
C 2.7900 -1.5405 4.3709 -2.3 0.1 -1.0
C 3.5218 -1.1713 3.0890 1.5 -0.3 0.5
O 4.7942 -0.5538 3.4377 -1.8 0.0 0.0
C 5.7515 -1.5104 3.7988 0.2 0.3 -1.8
N 2.3175 -0.2783 4.9204 0.4 0.9 0.5
H 0.9249 -1.8899 3.2064 0.2 0.2 -0.1
H 0.8144 -2.2805 4.9090 0.0 0.1 0.2
H 1.6458 -3.3678 3.8608 0.0 -0.1 -0.3
H 3.3952 -2.1539 5.0384 0.1 0.4 0.1
H 2.9637 -0.5351 2.4020 0.0 0.5 0.6
H 3.6848 -2.0608 2.4805 0.4 -0.4 0.0
H 6.6484 -0.9275 4.0085 0.0 -0.4 0.5
H 5.9149 -2.0345 2.8572 0.7 -0.7 0.0
H 5.4654 -2.2743 4.5217 0.0 0.4 0.5
H 1.8501 -0.3692 5.8112 0.2 -0.3 0.4
H 1.5434 -0.0665 4.3071 -0.1 0.7 -0.2
C 0.2651 -3.8646 1.0500 0.4 0.9 -1.0
O -0.1595 -5.1883 1.3150 0.3 0.0 0.4
H -0.4155 -3.0436 1.2757 -0.5 -0.4 0.2
H 1.2087 -3.5452 1.4925 0.0 -0.7 0.7
H 0.5066 -3.7543 -0.0072 -0.3 -0.2 -0.3
H -1.0761 -5.2223 1.5987 0.1 0.3 0.0
C 2.9549 1.8879 -4.2666 -0.1 -1.7 1.2
O 1.8193 2.2371 -3.4340 0.1 1.3 -0.6
H 3.7601 2.6121 -4.3903 -0.6 0.6 -0.1
H 3.4287 1.0534 -3.7498 0.2 -0.2 -0.1
H 2.6023 1.4396 -5.1955 -0.1 0.6 -0.1
H 1.8964 1.8426 -2.5622 0.3 -0.5 -0.1
C 4.4927 1.5258 -0.2676 -0.8 1.0 -0.1
O 3.6514 1.9188 0.8338 0.5 -0.5 -0.3
H 4.7632 0.4743 -0.3646 0.0 -0.1 0.6
H 3.8988 1.7706 -1.1482 0.5 0.0 -0.5
H 5.3767 2.1629 -0.2419 0.1 -0.2 0.0
H 2.7695 1.7164 0.5131 -0.2 -0.2 0.4
C 0.3124 3.2092 3.5346 -1.5 -1.0 -0.4
O 0.0411 3.2038 4.9578 1.6 0.5 -1.0
H 1.3214 3.0321 3.1623 0.4 -0.1 1.3
H -0.2675 2.3990 3.0925 0.0 -0.3 -0.1
H -0.0025 4.0630 2.9347 -0.3 0.8 0.7
H -0.8969 3.1829 5.1610 -0.2 -0.1 -0.4
C 3.8367 -2.2092 -2.8439 0.4 -1.5 0.9
O 2.5910 -1.9371 -3.3440 -1.4 1.4 -1.4
H 4.0784 -1.5209 -2.0340 0.6 0.1 0.0
H 3.6580 -3.2008 -2.4279 1.3 -0.4 0.6
H 4.6099 -2.2850 -3.6084 -0.1 0.3 0.0
H 2.0862 -1.7121 -2.5590 -0.5 0.1 -0.4
```
Positions in Å, forces in eV/Å.

=====

Computed, not measured: C3H6BiMgO4S as an isolated structure at a distorted geometry, with the ωB97M-V functional and the def2-TZVPD basis.

Properties
Max |F|, eV/A: 8.15
Orbital gap, eV: 6.2
ΔE to the lowest compared entry with this formula, charge and spin, eV: 0.2363
Spin multiplicity: 1
Net charge: +1
DFT total energy, eV: -33508.40561

XYZ file:
```
16
Properties=species:S:1:pos:R:3:forces:R:3
Bi -0.3834 1.4021 0.7549 -2.0 5.3 5.8
S 2.0586 0.4030 -0.5473 0.2 -1.7 -0.5
O 2.1729 -1.0560 0.2327 -0.8 0.5 -0.4
O 1.5549 1.5057 0.5230 3.3 -0.9 -0.8
O -1.5293 1.3672 -0.7906 -1.4 -0.6 -2.5
C -2.2960 0.2854 -1.1657 -0.6 -1.2 -1.5
C -2.4703 -0.8644 -0.1776 -1.0 0.1 0.0
O -1.2475 -1.3092 0.4171 0.7 -0.6 0.0
C -0.8623 -0.5283 1.6516 0.1 -3.0 -0.1
Mg 0.4820 -1.6454 -0.4393 1.1 0.5 0.1
H -1.8470 -0.1507 -2.0878 -0.4 0.2 0.2
H -3.3312 0.6085 -1.4101 0.6 -0.1 -0.1
H -2.8849 -1.7382 -0.7018 0.0 0.4 0.1
H -3.1564 -0.5864 0.6366 0.2 -0.2 -0.1
H -0.0242 -1.1254 2.0584 -0.2 0.5 0.0
H -1.6951 -0.6888 2.3552 0.2 0.6 -0.2
```
Positions in Å, forces in eV/Å.